1.
This record from the OMol25 dataset describes 2 unconnected molecules or ions with the total composition C8H20ClNO2P at a distorted geometry. The level of theory is the ωB97M-V functional and the def2-TZVPD basis.

## Properties
E_tot in eV: -36006.944
Frontier orbital gap in eV: 9.6
Charge: +1
ΔE to the lowest compared entry with this formula, charge and spin in kcal/mol: 47.1
Spin multiplicity: 1
M in g/mol: 228.68

```
33
Properties=species:S:1:pos:R:3:forces:R:3
C 1.36405 -0.85370 -2.71889 -0.960 0.705 -1.778
C -2.55423 -0.41133 1.67462 2.776 -0.582 0.107
C -2.64755 -0.83226 -0.79606 0.641 -0.218 -2.806
C 0.05664 2.27954 0.45023 1.472 -3.984 -0.759
C 1.67239 0.50457 1.59912 -0.294 -1.951 0.353
C 0.67537 0.14527 -1.78125 0.894 -0.599 -0.392
C -1.91081 -0.14253 0.29088 -0.762 4.576 2.445
C 0.26662 0.88011 1.15188 -0.762 0.970 0.312
N -0.39351 -0.21381 0.44841 -2.562 -2.434 0.033
O -0.76527 -3.22188 0.39729 -0.232 0.402 0.075
O 0.12143 -0.71971 -0.73029 1.486 -0.191 -0.521
P 0.21058 -2.22976 0.78442 0.661 0.330 -0.180
Cl 5.30109 -0.49535 -0.12095 -0.024 1.392 1.010
H 1.94072 -0.40458 -3.56596 -0.930 0.107 0.634
H 2.08352 -1.43702 -2.26727 1.766 -0.941 1.736
H 0.69812 -1.64134 -3.12388 -0.200 0.896 0.028
H -2.11077 -1.37925 2.00131 -1.304 0.150 0.097
H -2.18853 0.29147 2.41375 0.154 0.312 0.113
H -3.60817 -0.27331 1.68871 -0.832 -0.608 -0.233
H -2.62704 -0.18271 -1.76919 0.051 -1.337 1.611
H -3.72067 -0.87776 -0.49216 0.994 -0.408 -0.328
H -2.15168 -1.82622 -1.02847 -1.263 0.996 0.213
H -0.41107 2.87963 1.06592 -1.821 3.186 3.847
H 0.99312 2.65043 0.22364 1.833 1.052 -0.722
H -0.61252 2.38289 -0.35349 -0.476 -0.819 -1.687
H 2.24198 0.04213 0.79875 0.250 -0.015 -0.200
H 1.64895 -0.25732 2.46270 -0.045 1.204 -1.256
H 2.21270 1.35259 1.93225 0.408 0.895 0.375
H -0.18787 0.59792 -2.24538 -0.095 0.407 -0.165
H 1.37003 0.90117 -1.34848 -0.540 -0.670 -0.290
H -2.06074 0.99647 0.18802 -0.001 -1.551 -0.285
H -0.27929 0.90630 2.10177 -0.261 0.104 -0.380
H 5.37245 0.58934 0.66804 -0.020 -1.379 -1.007
```
Forces are in eV/Å.

Löwdin atomic charge list, values in e, 4 entries: atom 1 (C): -0.04, atom 2 (C): -0.03, atom 3 (C): -0.05, atom 4 (C): 0.01

2.
This record from the OMol25 dataset describes a molecular structure, C8H20CsO4 at a distorted geometry. The level of theory is the ωB97M-V functional and the def2-TZVPD basis.

## Properties
E_tot in eV: -17350.084
Frontier orbital gap in eV: 8.9
Charge: +1
ΔE to the lowest compared entry with this formula, charge and spin in kcal/mol: 39.6
Spin multiplicity: 1
M in g/mol: 313.15

```
33
Properties=species:S:1:pos:R:3:forces:R:3
Cs -6.63432 -16.42373 -28.12015 -0.016 0.159 0.174
C -11.31471 -14.66479 -28.60079 -0.001 0.642 0.057
O -10.28883 -14.10066 -27.73687 -1.211 -1.067 0.342
C -10.80410 -13.74559 -26.42000 1.146 -0.605 0.321
C -11.38952 -14.91278 -25.60619 -0.183 -0.695 -1.487
O -10.45188 -16.00195 -25.62251 0.201 3.046 -1.893
C -10.79297 -17.02772 -24.81166 0.526 -1.197 0.724
H -10.92814 -14.91560 -29.58860 0.545 0.544 0.083
H -12.10540 -13.92330 -28.71524 -0.104 0.046 -0.152
H -11.79591 -15.60061 -28.31654 0.271 -0.057 0.896
H -11.44326 -12.86493 -26.48350 -0.405 -0.231 -0.040
H -9.92963 -13.45420 -25.83823 0.249 0.275 -0.324
H -12.29379 -15.25766 -26.10765 -0.306 -0.183 -0.045
H -11.71033 -14.67973 -24.59087 0.406 0.479 0.161
H -11.77984 -17.43239 -25.03620 -0.237 -0.052 0.308
H -10.65249 -16.68145 -23.78772 -0.472 -0.559 0.484
H -10.03583 -17.77196 -25.05852 -0.206 -0.508 0.492
C -3.92648 -16.13342 -23.95443 0.257 0.853 -0.294
O -3.38290 -15.57121 -25.18089 0.642 -0.450 1.031
C -1.97469 -15.21564 -25.12125 -0.804 0.613 -0.416
C -1.52983 -14.67197 -26.47721 -0.728 -1.777 0.070
O -1.89053 -15.64503 -27.46498 0.259 0.070 -0.781
C -1.40402 -15.25671 -28.75841 0.189 0.502 0.685
H -4.85515 -16.65403 -24.18823 0.144 -0.054 -0.226
H -4.17739 -15.35135 -23.23785 -0.037 0.333 -0.082
H -3.27115 -16.80007 -23.39390 0.348 -0.244 -0.511
H -1.34671 -16.03451 -24.77027 -0.183 -0.328 -0.233
H -1.77210 -14.36756 -24.46718 -0.382 0.032 0.604
H -0.44674 -14.56886 -26.41101 0.168 0.300 -0.217
H -2.02254 -13.72648 -26.70390 0.073 0.195 0.033
H -1.73029 -15.87232 -29.59665 -0.388 -0.376 0.521
H -0.31422 -15.27605 -28.76626 0.157 0.091 -0.004
H -1.73999 -14.23544 -28.93799 0.083 0.203 -0.279
```
Forces are in eV/Å.

Löwdin atomic charge list, values in e, 4 entries: atom 1 (Cs): 0.90, atom 2 (C): -0.09, atom 3 (O): -0.20, atom 4 (C): -0.16

3.
This record from the OMol25 dataset describes a molecular structure, C8H20F6LiN3O16S6 at a distorted geometry. The level of theory is the ωB97M-V functional and the def2-TZVPD basis.

## Properties
E_tot in eV: -127366.427
Frontier orbital gap in eV: 7.6
Charge: -2
Spin multiplicity: 1
M in g/mol: 727.58

```
60
Properties=species:S:1:pos:R:3:forces:R:3
Li 11.51656 0.65117 8.25887 0.391 -0.248 0.422
N 11.76280 2.83140 9.88433 3.768 0.021 0.465
S 11.06027 4.04801 10.47316 -5.313 4.231 0.956
O 11.63336 5.39029 10.30555 -0.281 -2.304 0.060
O 10.40327 3.74594 11.70232 0.252 0.552 0.141
F 9.85562 4.01567 9.44048 -0.458 0.331 -0.726
S 13.18569 3.12431 10.74660 5.520 -2.093 -0.676
O 13.18973 3.31743 12.19061 -0.871 -0.146 -2.448
O 14.27845 3.80847 10.00431 -2.998 -1.088 1.218
F 13.57956 1.58265 10.52946 0.303 0.146 0.383
N 9.17342 -2.42299 13.13895 -4.522 -2.274 -1.565
S 8.85672 -1.08749 12.41437 5.227 7.874 0.802
O 8.04814 -0.06755 13.12244 0.162 -2.566 -1.835
O 9.08848 -0.99370 10.99977 -1.915 -0.539 -0.566
F 10.31903 -0.53026 12.80407 0.552 0.437 0.716
S 7.60788 -2.98077 12.71689 -2.411 -3.605 2.056
O 7.20935 -3.10721 11.28264 0.950 0.746 3.635
O 6.63050 -2.59013 13.77202 1.699 -0.572 -2.982
F 7.85792 -4.52721 13.13803 0.151 0.547 -0.430
N 13.43331 -4.38513 11.11821 3.726 1.582 -0.077
S 13.05093 -3.86341 9.72551 -5.173 -0.567 -4.134
O 13.44388 -4.77961 8.65454 0.068 1.718 0.637
O 12.90009 -2.43249 9.51042 2.037 -0.520 -0.247
F 11.48393 -4.13267 9.80177 -0.420 -1.010 0.377
S 15.00589 -3.67766 11.05777 1.091 -1.078 3.218
O 14.99885 -2.50928 11.90791 0.482 -0.769 -1.484
O 15.88409 -3.78103 9.88142 -2.004 0.378 1.930
F 15.59188 -4.82257 12.04828 0.259 0.403 -0.511
C 15.23786 -0.02745 6.46016 -0.595 1.277 0.435
O 13.82544 -0.14466 6.28446 -0.513 -0.771 -0.304
C 13.46408 -1.13069 5.27538 1.492 0.505 1.765
C 12.01369 -1.08211 4.91528 -0.201 -0.472 0.386
O 11.14899 -1.05135 6.06670 -0.158 0.433 -0.685
C 9.82257 -1.49054 5.68297 0.415 1.063 0.831
H 15.34735 0.79068 7.17204 0.031 -0.015 0.111
H 15.67883 0.35106 5.53800 0.285 -0.401 -0.268
H 15.77237 -0.86760 6.90349 -0.376 -0.467 -0.355
H 13.73565 -2.11797 5.64905 0.004 -0.120 0.154
H 14.13342 -0.88472 4.45100 -0.381 -0.301 -0.673
H 11.77507 -2.03364 4.44016 0.198 0.004 -0.551
H 11.88914 -0.27263 4.19602 -0.747 0.333 0.194
H 9.16981 -1.29664 6.53409 0.170 -0.477 0.209
H 9.82391 -2.54379 5.40231 -0.044 0.075 -0.060
H 9.42325 -0.82420 4.91835 0.138 -0.241 -0.543
C 9.05571 5.44071 -0.67811 0.382 -0.211 -0.466
O 9.49694 5.76085 0.61907 -0.852 -0.075 0.403
C 8.62362 5.18593 1.62105 1.859 -0.923 0.332
C 8.99263 3.67283 1.88415 -2.074 0.868 0.489
O 10.01408 3.42901 2.81330 0.403 -0.137 -0.508
C 9.64171 3.70462 4.14789 1.990 0.699 0.632
H 9.29700 4.42170 -0.98062 -0.268 -0.508 0.362
H 9.60046 5.99573 -1.44185 0.016 0.627 0.382
H 7.98615 5.61465 -0.79588 -0.138 0.033 -0.055
H 7.57105 5.35887 1.39683 -0.079 -0.271 -0.335
H 8.82457 5.68922 2.56680 0.102 0.344 -0.201
H 9.10369 3.17156 0.92265 0.712 -0.159 0.225
H 8.14077 3.21152 2.38378 -0.806 -0.016 -0.478
H 9.63792 4.78196 4.31349 -0.820 0.164 0.015
H 10.52103 3.44851 4.73889 0.088 -0.385 -0.019
H 8.81860 3.17850 4.63141 -0.507 -0.061 -0.759
```
Forces are in eV/Å.

Löwdin atomic charge list, values in e, 4 entries: atom 1 (Li): 0.81, atom 2 (N): -0.31, atom 3 (S): 0.39, atom 4 (O): -0.30

> Which formula does entry 2 have?

C8H20CsO4

> Which formula does entry 1 have?

C8H20ClNO2P

> Which formula does entry 2 have?

C8H20CsO4

> What is the spin multiplicity in the first record?

1